Here is 7 unconnected molecules or ions with the total composition C19H37NO12S3 from the OMol25 dataset. Energies are from the ωB97M-V functional and the def2-TZVPD basis.

Each line ends with the Mulliken charge.
CARTESIAN COORDINATES (ANGSTROEM)
1 C -0.5028 0.6099 -4.3553  -0.3425
2 C 0.2146 1.7506 -3.5768  0.4832
3 O 1.4040 1.1131 -3.1763  -0.3356
4 C 1.5942 0.0135 -3.8740  0.6218
5 O 2.5855 -0.6889 -3.8262  -0.6095
6 O 0.6016 -0.1697 -4.6926  -0.3543
7 H -0.9307 1.0033 -5.2774  0.3376
8 H -1.2982 0.0460 -3.8680  0.2113
9 H -0.3733 1.8669 -2.6664  -0.3907
10 H 0.4794 2.7002 -4.0418  0.4336
11 C 0.2040 5.0657 -0.4202  -0.6135
12 C 0.6310 3.6214 -0.6207  0.4290
13 O 1.3976 3.3994 0.5886  -0.2802
14 C 1.1463 4.4479 1.4684  0.5765
15 O 1.4627 4.5174 2.6543  -0.5610
16 O 0.2899 5.2995 0.9130  -0.3131
17 H -0.7348 5.1749 -0.9633  0.3946
18 H 0.8242 5.7700 -0.9746  0.3003
19 H 1.2569 3.5634 -1.5112  0.1879
20 H -0.2653 3.0119 -0.7357  -0.1596
21 C -1.2660 -3.6850 4.3445  -0.4064
22 C -0.0247 -4.4684 4.6309  -0.3277
23 O 0.3754 -4.6932 3.2794  -0.3600
24 C 0.0915 -3.5877 2.5847  0.5252
25 O 0.4145 -3.3617 1.4728  -0.4163
26 O -0.9589 -2.9764 3.1738  -0.2162
27 H -1.5585 -2.9689 5.1125  0.3322
28 H -2.0593 -4.3694 4.0439  0.2632
29 H -0.3092 -5.3727 5.1689  0.2936
30 H 0.8620 -4.0057 5.0640  0.2591
31 C 3.5879 -3.6525 0.0837  -1.1817
32 C 3.6914 -2.7519 -1.1668  0.0534
33 C 3.1737 -3.4628 -2.4341  -0.4981
34 C 1.7942 -3.8024 -2.4565  0.2992
35 N 0.6721 -4.2356 -2.4167  -0.5795
36 H 4.0865 -3.1162 0.8912  0.3760
37 H 4.2464 -4.5108 -0.0495  0.3600
38 H 2.6020 -3.9435 0.4461  0.2331
39 H 4.6459 -2.2260 -1.1884  0.4472
40 H 2.9996 -1.9484 -0.9141  -0.1703
41 H 3.6921 -4.3834 -2.7022  0.4332
42 H 3.4034 -2.8802 -3.3263  0.2973
43 C -2.0691 0.0190 1.3920  -0.6960
44 S -1.6228 -0.5365 -0.3453  0.3506
45 O -2.0852 0.6838 -1.1795  -0.4887
46 C 0.1734 -0.3210 -0.1638  0.5113
47 H -1.7177 1.0180 1.6503  0.1997
48 H -1.7747 -0.6553 2.1962  0.1710
49 H -3.1547 0.1145 1.4118  0.3990
50 H 0.4006 0.6391 0.2993  -0.3649
51 H 0.5857 -0.4205 -1.1679  -0.3197
52 H 0.6731 -1.0667 0.4546  0.2513
53 C 2.4672 1.3742 2.9698  -0.6747
54 S 1.0062 0.7269 3.9322  0.4779
55 O 0.7920 -0.7165 3.5113  -0.4548
56 C 1.8576 0.9008 5.5827  -1.1857
57 H 3.2568 0.6234 2.9403  0.4408
58 H 2.7457 2.2002 3.6243  0.4429
59 H 2.0235 1.6120 2.0031  -0.1516
60 H 1.2932 0.3111 6.3051  0.3584
61 H 1.7504 1.9316 5.9206  0.4193
62 H 2.8720 0.5270 5.7214  0.3330
63 C -3.9723 1.8343 -3.3632  -0.7219
64 S -5.5712 2.4047 -4.0685  0.4256
65 O -6.0028 1.3107 -5.1169  -0.6284
66 C -6.6030 2.1824 -2.5933  -0.9042
67 H -3.6312 2.5557 -2.6206  0.3261
68 H -3.2560 1.8338 -4.1848  0.1763
69 H -3.9935 0.8530 -2.8892  0.3077
70 H -7.6661 2.2738 -2.8155  0.3521
71 H -6.4790 2.9250 -1.8051  0.3462
72 H -6.4469 1.1479 -2.2873  0.2689

Forces on the atoms, in the same order (eV/Å):
C -0.122 2.089 -1.172
C -1.645 -0.828 1.369
O 0.959 0.735 1.224
C 2.870 -1.406 -0.108
O -1.291 0.986 0.209
O -0.882 -2.019 -1.591
H -0.019 -0.101 -0.099
H 0.407 0.074 0.615
H -0.015 0.645 -0.003
H -0.390 -0.236 -0.454
C 0.107 -0.099 -3.779
C 0.402 1.066 0.108
O -0.090 0.652 0.491
C -0.231 -1.412 2.950
O -0.118 -0.470 -3.441
O -0.493 0.990 1.535
H -0.747 0.313 1.151
H 0.576 0.021 0.185
H 0.154 -0.465 0.274
H 0.354 -0.624 0.558
C -0.540 0.776 0.634
C 0.163 -0.364 -0.109
O 1.454 -1.035 0.044
C -2.543 -0.816 -0.802
O 1.221 0.530 -0.640
O 0.648 1.126 -0.161
H -0.174 -0.228 0.020
H -0.260 -0.112 0.584
H 0.484 -0.245 -0.344
H -0.564 0.450 0.677
C 1.549 0.180 0.029
C -1.884 -0.343 1.292
C 2.132 0.764 -0.913
C -6.534 -2.500 0.683
N 5.247 2.316 -0.295
H -0.206 0.163 0.281
H -0.292 -0.439 -0.051
H -0.040 0.073 -0.515
H 0.211 -0.641 -0.686
H -0.216 0.306 -0.517
H 0.301 -0.324 0.640
H -0.296 0.481 0.051
C -0.441 -0.291 -0.215
S -0.146 2.424 1.138
O 0.730 -1.448 0.580
C 0.177 -0.221 -0.026
H 0.517 0.021 -0.580
H 0.268 -0.323 -0.356
H -0.083 -0.274 -0.256
H -0.231 0.224 -0.350
H 0.004 0.256 0.001
H -0.547 -0.388 0.098
C -1.385 -0.586 1.119
S 1.340 -0.789 -0.300
O 0.356 1.242 0.824
C -0.768 -0.787 0.397
H -0.214 -0.077 -0.063
H 0.204 0.425 -0.790
H 0.631 0.305 0.106
H -0.407 -0.061 -0.147
H 0.155 0.110 -0.353
H 0.180 0.194 -0.757
C -0.330 0.310 0.006
S -0.370 -2.066 -1.909
O 0.827 2.245 2.500
C -0.478 -0.554 -0.005
H -0.111 0.079 0.044
H -0.187 -0.016 -0.098
H -0.316 0.025 -0.163
H 0.109 -0.024 -0.733
H 0.786 -0.122 -0.032
H 0.083 0.134 0.396

The largest force on an atom is 7.03 eV Å⁻¹. As for the HOMO energy: -8.82 eV. The energy comes out at -78864.1172 eV. Its LUMO energy is 0.16 eV. The gap between HOMO and LUMO is 8.97 eV.